(1)
C30H45I2N2PSTl | wB97M-V/def2-TZVPD

Output
* total charge: -1
* lowest unoccupied orbital energy: 2.3 eV
* orbital gap: 6.1 eV

Cartesian coordinates (Å):
Tl -0.1718 -0.1259 -0.1866
I 2.4636 -1.2267 0.3919
C 1.9045 -2.3152 2.2223
I -1.5459 0.1505 2.1835
H 2.8683 -2.2094 2.7503
H 1.9326 -3.3388 1.8116
C 2.2370 2.1481 6.5456
C 2.9635 1.4994 5.3601
C 4.4715 1.4721 5.6387
C 2.4728 0.0567 5.2197
C 2.6922 2.3219 4.0982
C 3.1082 3.6711 4.0349
C 2.8699 4.4723 2.9349
C 2.1912 3.9093 1.8516
S 1.6979 4.5976 0.3347
C 0.9839 3.0527 -0.1096
N 1.1128 2.1424 0.7748
C 1.7840 2.5821 1.9001
C 2.0293 1.7825 3.0147
C 0.2793 2.7981 -1.3979
C 0.1622 3.8190 -2.3371
C -0.4875 3.5961 -3.5422
C -1.0206 2.3419 -3.8051
C -0.9024 1.3252 -2.8624
C -0.2581 1.5305 -1.6483
H 2.4094 1.5653 7.4552
H 1.1608 2.1871 6.3617
H 2.5861 3.1683 6.7257
H 4.6750 0.8671 6.5270
H 4.8736 2.4732 5.8144
H 5.0104 1.0341 4.7953
H 2.7010 -0.4893 6.1389
H 2.9565 -0.4625 4.3901
H 1.3954 -0.0016 5.0526
H 3.6282 4.1052 4.8816
H 3.1950 5.5051 2.9226
H 1.6738 0.7584 2.9949
H 0.5816 4.7989 -2.1315
H -0.5760 4.3951 -4.2679
H -1.5296 2.1538 -4.7436
H -1.3195 0.3473 -3.0784
C -1.4649 -3.8780 1.2541
C -2.4742 -3.9450 0.0881
C -2.9729 -5.3882 -0.0513
C -3.6587 -3.0586 0.5117
P -1.6892 -3.1463 -1.4374
N -0.8755 -1.9125 -1.0697
C -0.5398 -4.4080 -2.2589
C -1.1954 -5.5633 -3.0221
C 0.3532 -4.9929 -1.1500
C 0.4160 -3.6530 -3.2027
C -3.0719 -2.7116 -2.6733
C -4.2116 -3.7214 -2.8479
C -3.6709 -1.3489 -2.2730
C -2.4038 -2.5016 -4.0437
H -2.0211 -3.9331 2.1958
H -0.8923 -2.9512 1.2712
H -0.7592 -4.7055 1.2439
H -3.4872 -5.6675 0.8763
H -2.1552 -6.0955 -0.1847
H -3.6799 -5.5277 -0.8674
H -3.9727 -3.3670 1.5136
H -4.5201 -3.1634 -0.1465
H -3.3755 -2.0062 0.5686
H -1.9042 -6.1270 -2.4181
H -0.4111 -6.2613 -3.3396
H -1.7078 -5.2291 -3.9238
H -0.1773 -5.7017 -0.5173
H 0.7797 -4.2099 -0.5187
H 1.1803 -5.5307 -1.6245
H -0.0155 -3.4844 -4.1884
H 1.3221 -4.2527 -3.3364
H 0.7048 -2.6924 -2.7729
H -4.8295 -3.8050 -1.9554
H -3.8621 -4.7176 -3.1141
H -4.8651 -3.3773 -3.6596
H -4.4997 -1.4506 -1.5758
H -4.0539 -0.8484 -3.1690
H -2.9218 -0.7027 -1.8155
H -2.1274 -3.4406 -4.5210
H -1.5090 -1.8818 -3.9647
H -3.1147 -1.9947 -4.7046

Atoms 1-2, force components in eV/Å:
-0.2 -0.3 -0.3
0.1 0.2 -0.3

=====

(2)
C30H46BrEuN3P2 | wB97M-V/def2-TZVPD

Output
* total charge: +2
* multiplicity: 8
* <S²>: 15.762
* lowest unoccupied orbital energy (spin up / spin down): -6.0 / -5.9 eV
* orbital gap (spin up / spin down): 5.9 / 6.0 eV

Cartesian coordinates (Å):
N -4.6853 3.8864 -1.6775
C -3.7316 4.7400 -1.3110
C -2.4080 4.6374 -1.7583
C -2.0311 3.5015 -2.5248
C -3.0607 2.5940 -2.8832
C -4.3711 2.8603 -2.4653
C -0.6040 3.3394 -2.9179
Eu 0.9968 2.6989 -1.2699
P 3.9419 1.6007 -1.1766
C 0.0660 2.1604 -3.3438
C -0.3216 0.7875 -3.0317
C 0.1045 -0.3443 -3.8067
C 0.0016 -1.6209 -3.3390
C -0.5740 -2.0071 -1.9997
C -1.2060 -0.7975 -1.4057
C -1.1057 0.4692 -1.9032
Br 0.8995 -2.5245 -0.8238
H -0.0966 4.3009 -3.1766
H 0.9617 2.2898 -3.9842
H -1.6621 5.3620 -1.4245
H -2.8964 1.6759 -3.4506
H -4.0118 5.5720 -0.6678
H -5.2032 2.2275 -2.7782
H 0.5131 -0.1399 -4.8121
H -1.6511 1.2950 -1.4174
H 0.4324 -2.4374 -3.9060
H -1.7122 -0.9027 -0.4512
P -1.8143 -3.4485 -1.9733
C 3.4492 3.3653 -1.5436
C 4.3897 4.5741 -1.8040
H 2.9197 3.7118 -0.6199
H 2.8095 3.3000 -2.4598
H 3.7768 5.4763 -1.9272
H 5.0437 4.7606 -0.9548
H 4.9787 4.4972 -2.7258
C 3.0613 0.3102 -2.1862
C 4.0780 -0.7311 -2.7140
H 2.4797 0.7443 -3.0264
H 2.3306 -0.2097 -1.5330
H 3.6469 -1.3184 -3.5386
H 4.9818 -0.2367 -3.0921
H 4.3658 -1.4407 -1.9286
C 3.5713 0.9211 0.5284
C 4.4531 -0.2115 1.0999
H 2.5290 0.5402 0.5447
H 3.6204 1.8058 1.1883
H 4.0765 -0.5079 2.0855
H 4.4483 -1.1142 0.4791
H 5.5003 0.0861 1.2434
C -2.2047 -3.7102 -0.2201
C -1.4187 -4.7456 0.6005
H -3.2603 -4.0244 -0.2188
H -2.1735 -2.7389 0.2980
H -1.5494 -5.7508 0.1964
H -0.3447 -4.5448 0.6477
H -1.7997 -4.7497 1.6317
C -0.9344 -4.8652 -2.6734
C -0.9359 -5.0407 -4.1916
H -1.3825 -5.7481 -2.2055
H 0.1055 -4.7761 -2.3259
H -1.9347 -5.2924 -4.5678
H -0.5759 -4.1451 -4.7040
H -0.2643 -5.8647 -4.4605
C -3.1705 -2.9109 -3.0508
C -4.4171 -2.2483 -2.4444
H -3.4652 -3.8012 -3.6288
H -2.7335 -2.2054 -3.7766
H -4.2371 -1.1788 -2.2623
H -5.2393 -2.3181 -3.1688
H -4.7507 -2.7196 -1.5109
N -2.5330 1.8952 4.2607
C -1.9455 2.0522 3.0522
C -1.0837 1.0567 2.5419
C -0.4972 1.2696 1.3007
N -0.6845 2.4154 0.5898
C -1.5232 3.3611 1.0859
C -2.1965 3.2180 2.2895
H -2.3117 1.0881 4.8272
H -3.0946 2.6339 4.6619
H -0.9112 0.1270 3.0897
H 0.1473 0.5169 0.8306
H -1.6456 4.2350 0.4469
H -2.9179 3.9592 2.6473

Atoms 1-2, force components in eV/Å:
-0.2 0.2 0.3
0.6 -0.1 -0.7

=====

(3)
C30H46BrHgN3P2 | wB97M-V/def2-TZVPD

Output
* total charge: +2
* lowest unoccupied orbital energy: -6.5 eV
* orbital gap: 6.0 eV

Cartesian coordinates (Å):
N -6.7237 5.0363 -5.7121
C -6.3402 5.4185 -4.4888
C -5.2999 4.8029 -3.7741
C -4.6104 3.6714 -4.3303
C -5.0299 3.2914 -5.6312
C -6.0914 3.9988 -6.2537
C -3.5525 2.9629 -3.5876
Hg 0.8820 -0.5343 -1.7597
P 3.2009 -0.5076 -1.2399
C -2.8312 1.8867 -4.0475
C -1.6546 1.4603 -3.3359
C -0.3785 1.4254 -3.9678
C 0.7218 2.1154 -3.3788
C 0.4007 2.8421 -2.1971
C -0.5328 2.1594 -1.3498
C -1.6759 1.6224 -1.9346
Br 0.9887 4.4715 -1.6586
H -3.3341 3.4293 -2.6178
H -3.0144 1.5491 -5.0723
H -5.0012 5.2287 -2.8126
H -4.5342 2.4821 -6.1818
H -6.8695 6.2692 -4.0581
H -6.4393 3.7148 -7.2446
H -0.3669 1.0028 -4.9733
H -2.6054 1.5755 -1.3579
H 1.7218 1.9968 -3.8113
H -0.4956 2.2714 -0.2286
P -0.4630 -2.4636 -1.4472
C 3.8577 1.1428 -0.8206
C 5.3364 1.4417 -1.0796
H 3.6118 1.3130 0.2421
H 3.2533 1.8833 -1.3743
H 5.5086 2.4837 -0.7754
H 6.0122 0.7888 -0.5188
H 5.6272 1.3231 -2.1288
C 3.8790 -1.1137 -2.8210
C 5.1395 -1.9729 -2.8738
H 3.9717 -0.2058 -3.4406
H 3.0784 -1.6885 -3.3276
H 5.2299 -2.3208 -3.9070
H 6.0507 -1.4319 -2.6184
H 5.1196 -2.8572 -2.2324
C 3.5266 -1.7049 0.1395
C 4.8317 -1.6591 0.9583
H 3.3659 -2.7190 -0.2734
H 2.6867 -1.5577 0.8409
H 4.6960 -2.3814 1.7790
H 5.7228 -1.9411 0.3793
H 5.0684 -0.6883 1.4199
C -0.2672 -3.1368 0.1916
C -1.2358 -4.2993 0.4222
H -0.4167 -2.3540 0.9508
H 0.7826 -3.4593 0.2854
H -2.1662 -3.9528 0.8941
H -1.5086 -4.8055 -0.5152
H -0.7663 -5.0549 1.0667
C 0.1847 -3.4518 -2.8147
C -0.1429 -2.8216 -4.1827
H -0.2111 -4.4713 -2.7089
H 1.2788 -3.5309 -2.7038
H -1.1963 -2.9664 -4.4642
H 0.0327 -1.7303 -4.2097
H 0.4854 -3.2779 -4.9625
C -2.0748 -1.7737 -1.7925
C -2.8449 -1.3121 -0.5592
H -2.6082 -2.5296 -2.3761
H -1.9287 -0.9071 -2.4528
H -3.7403 -0.7602 -0.8672
H -3.1904 -2.1504 0.0546
H -2.2573 -0.6372 0.0803
N -2.0937 1.7847 5.7098
C -1.7978 1.4848 4.4158
C -1.6870 0.1463 3.9733
C -1.4724 -0.0941 2.6172
N -1.3367 0.8732 1.6880
C -1.4093 2.1455 2.1194
C -1.6147 2.5082 3.4536
H -2.2640 1.0433 6.3779
H -2.2233 2.7364 6.0142
H -1.7584 -0.6902 4.6688
H -1.4110 -1.1205 2.2444
H -1.2926 2.9279 1.3647
H -1.6496 3.5657 3.7226

Atoms 1-2, force components in eV/Å:
0.1 -0.2 0.5
0.7 -0.3 0.1

=====

(4)
C30H46BrN3P2Pd | wB97M-V/def2-TZVPD

Output
* total charge: +2
* multiplicity: 3
* <S²>: 2.005
* lowest unoccupied orbital energy (spin up / spin down): -5.2 / -7.5 eV
* orbital gap (spin up / spin down): 7.6 / 5.3 eV

Cartesian coordinates (Å):
N -5.2899 -1.3895 3.4466
C -4.3213 -0.5981 3.9111
C -3.8634 0.5006 3.1817
C -4.4270 0.7874 1.9153
C -5.4519 -0.0706 1.4530
C -5.8529 -1.1391 2.2686
C -3.9137 1.8735 1.0947
Pd 0.4870 -0.0203 -0.3400
P 2.3997 0.4941 -1.4081
C -4.0009 1.9129 -0.2710
C -2.8748 2.3800 -1.0682
C -2.6978 1.9060 -2.3922
C -1.5318 2.1964 -3.1065
C -0.5260 2.9285 -2.4702
C -0.6796 3.4591 -1.1920
C -1.8600 3.1845 -0.4940
Br 0.9439 3.5770 -3.5892
H -3.3620 2.6408 1.6443
H -4.8168 1.4234 -0.7999
H -3.0320 1.0944 3.5723
H -5.9104 0.0671 0.4765
H -3.8967 -0.8420 4.8876
H -6.6565 -1.8012 1.9392
H -3.4776 1.2853 -2.8460
H -1.9990 3.5819 0.5145
H -1.4068 1.8865 -4.1390
H 0.0981 4.0841 -0.7778
P -0.4154 -2.1327 -0.3488
C 2.7116 2.1091 -0.6406
C 3.5070 3.0872 -1.4944
H 3.2293 1.9068 0.3123
H 1.7261 2.5384 -0.3787
H 3.7679 3.9581 -0.8771
H 4.4272 2.6491 -1.9038
H 2.8795 3.4526 -2.3251
C 1.8761 0.4109 -3.1280
C 2.9978 0.6002 -4.1442
H 1.1064 1.1930 -3.2570
H 1.3539 -0.5521 -3.2670
H 2.5477 0.8436 -5.1131
H 3.6795 1.4178 -3.8788
H 3.5793 -0.3219 -4.2623
C 3.6924 -0.7142 -1.0756
C 5.0885 -0.1701 -1.3519
H 3.4753 -1.5974 -1.6957
H 3.5877 -1.0346 -0.0276
H 5.8146 -0.9724 -1.1907
H 5.1999 0.1748 -2.3862
H 5.3403 0.6545 -0.6766
C 0.4696 -3.4400 0.5810
C 1.8102 -3.8597 -0.0248
H -0.1967 -4.3138 0.6763
H 0.6125 -3.0600 1.6050
H 1.9558 -4.9402 0.1009
H 1.8745 -3.6470 -1.0956
H 2.6489 -3.3582 0.4710
C -0.3960 -2.6965 -2.0878
C -1.4721 -2.0550 -2.9579
H -0.4845 -3.7928 -2.1020
H 0.6053 -2.4512 -2.4730
H -1.2977 -2.3099 -4.0089
H -2.4720 -2.4127 -2.6971
H -1.4683 -0.9637 -2.8747
C -2.1612 -2.1832 0.2054
C -2.4268 -2.8097 1.5738
H -2.7560 -2.6982 -0.5711
H -2.4936 -1.1286 0.2094
H -3.4959 -3.0233 1.6851
H -1.8829 -3.7459 1.7195
H -2.1522 -2.1228 2.3802
N 2.5745 1.2396 5.3887
C 1.9214 0.7971 4.2902
C 2.2008 -0.4752 3.7477
C 1.7186 -0.7716 2.4795
N 0.9428 0.0963 1.8028
C 0.5087 1.2292 2.3838
C 0.9889 1.6276 3.6283
H 3.3008 0.6719 5.8276
H 2.4564 2.1721 5.7424
H 2.8427 -1.1765 4.2773
H 1.9687 -1.7074 1.9760
H -0.1977 1.8197 1.7955
H 0.6998 2.5859 4.0445

Atoms 1-2, force components in eV/Å:
0.0 -0.4 0.5
-0.3 0.2 -0.8

=====

(5)
C30H46ClN7O3PbS | wB97M-V/def2-TZVPD

Output
* total charge: +4
* lowest unoccupied orbital energy (spin up / spin down): -9.3 / -11.1 eV
* orbital gap (spin up / spin down): 4.5 / 2.7 eV

Cartesian coordinates (Å):
Pb 19.3206 12.0896 9.5276
O 21.1276 13.3025 8.6676
C 21.5867 14.5848 9.2317
C 20.8791 14.8715 10.5565
C 21.4072 13.8828 11.7352
C 20.3603 13.2658 12.5476
C 20.4974 13.2078 14.0460
C 19.5754 12.5262 14.7296
C 18.4768 11.9156 14.0672
C 18.3869 11.9796 12.6567
N 19.3100 12.7221 11.9558
H 21.7503 13.0851 7.9685
H 21.2673 15.3583 8.5517
H 22.6320 14.5459 9.4539
H 19.8032 14.6786 10.3728
H 20.9479 15.9493 10.7743
H 22.1999 14.3401 12.3267
H 21.8885 13.1249 11.1159
H 21.2307 13.7770 14.4963
H 19.6577 12.5103 15.8507
H 17.6329 11.5133 14.6531
H 17.5564 11.3893 12.2088
C 8.2630 7.7307 11.2501
N 8.8161 6.9390 10.2187
C 8.7159 5.4350 10.1804
C 9.2316 5.0957 8.7892
N 10.0949 6.2166 8.5693
C 9.7302 7.2417 9.3355
S 10.6248 8.7748 9.2806
H 7.2260 8.0578 11.1929
H 8.8803 8.5600 11.5079
H 8.1074 7.0748 12.1723
H 7.7173 5.0621 10.1749
H 9.2927 4.9996 10.9392
H 8.3921 5.1471 8.0758
H 9.8139 4.2203 8.7874
H 10.7793 6.3715 7.8449
C 14.0330 21.4899 11.7400
C 12.4976 21.6140 11.6886
C 12.1620 23.0943 12.0429
C 11.9854 20.6111 12.8036
C 11.8091 21.1977 10.4386
O 12.2725 20.2613 9.7671
C 10.5306 21.7540 10.0427
C 10.2323 21.5375 8.5211
C 9.2006 22.4008 8.0121
C 8.1462 21.8798 7.2311
C 7.0749 22.6627 6.9230
C 6.9832 24.0212 7.1906
Cl 5.5952 24.9328 6.9141
C 8.1716 24.6231 7.8848
C 9.2034 23.8494 8.2260
C 11.6259 14.9497 6.4186
N 12.8552 14.5273 7.0375
C 14.1403 14.4223 6.5082
N 14.9478 14.1190 7.5022
C 14.1280 14.0436 8.5996
N 12.8962 14.4441 8.3846
H 14.1285 21.7882 12.7624
H 14.5741 22.1585 11.1033
H 14.2647 20.4019 11.5363
H 12.8897 23.6190 12.6442
H 11.2196 23.2393 12.5906
H 11.8169 23.7715 11.2439
H 12.5042 20.8591 13.7066
H 12.1854 19.5566 12.4941
H 10.9378 20.7851 13.0111
H 13.1520 19.9759 10.0085
H 10.5570 22.8227 10.3511
H 9.7705 21.3361 10.6887
H 9.9355 20.4876 8.2891
H 11.1880 21.6329 7.9912
H 8.0360 20.8127 7.0046
H 6.1551 22.2595 6.5082
H 8.2251 25.6802 7.9193
H 10.0319 24.2034 8.8027
H 10.7506 15.1247 7.0388
H 11.5117 14.6786 5.3954
H 14.1769 14.3898 5.4120
H 14.5037 13.7665 9.6110
C 20.7605 8.7172 8.7940
C 20.9223 9.2671 10.1744
N 21.1873 8.4888 11.1785
O 20.7318 10.5322 10.3993
H 21.1696 9.3928 8.0740
H 19.7373 8.6121 8.4949
H 21.2534 7.7575 8.7057
H 21.2060 7.4955 11.0290
H 21.3112 8.8339 12.1114

Atoms 1-2, force components in eV/Å:
-0.1 -0.1 0.7
0.4 0.7 0.7

=====

Record order is preserved below.
Relative energy (zero: lowest compared OMol25 entry of this formula, charge and spin): 0.0567, 2.2476, 0.0000, 0.0000, 0.0000 eV